{
  "formula": "C10H11ClN2O5S2",
  "method": "the ωB97M-V functional and the def2-TZVPD basis",
  "species": ["C", "C", "S", "O", "O", "C", "S", "C", "Cl", "C", "N", "C", "C", "O", "C", "C", "C", "N", "O", "O", "H", "H", "H", "H", "H", "H", "H", "H", "H", "H", "H"],
  "positions_angstrom": [[-5.284, -0.340, 3.085], [-3.955, -0.044, 3.052], [-2.722, -1.393, 3.183], [-3.319, -2.618, 2.601], [-2.289, -1.520, 4.590], [-1.377, -0.706, 2.172], [-0.024, -0.088, 3.052], [0.903, 0.194, 1.592], [2.515, 0.842, 1.686], [0.144, -0.081, 0.477], [0.566, 0.227, -0.810], [-0.249, 1.145, -1.627], [-0.203, 0.818, -3.122], [1.159, 0.629, -3.505], [1.779, -0.467, -2.822], [1.882, -0.157, -1.328], [-1.177, -0.638, 0.790], [-2.075, -1.161, -0.125], [-3.266, -1.011, 0.153], [-1.658, -1.750, -1.120], [-6.011, 0.471, 3.111], [-5.605, -1.364, 3.139], [-3.572, 0.971, 3.005], [-1.293, 1.081, -1.267], [0.115, 2.144, -1.466], [-0.758, -0.116, -3.295], [-0.695, 1.600, -3.734], [1.244, -1.390, -3.007], [2.781, -0.626, -3.238], [2.241, -1.082, -0.853], [2.563, 0.665, -1.152]],
  "lowdin_charge": [0.029, -0.204, 0.681, -0.320, -0.342, -0.505, 1.071, -0.866, 0.682, -0.279, -0.104, -0.111, -0.173, -0.136, -0.171, -0.148, -0.171, -0.339, 0.090, 0.111, 0.071, 0.065, 0.087, 0.129, 0.118, 0.118, 0.135, 0.120, 0.128, 0.137, 0.095],
  "e_homo_ev": -8.620,
  "spin_multiplicity": 1,
  "charge": 0,
  "relative_energy_kcal_mol": 0.0,
  "energy_ev": -57952.640,
  "homo_lumo_gap_ev": 7.34,
  "smiles": "C=CS(=O)(=O)c1sc(Cl)c(N2CCOCC2)c1[N+](=O)[O-]"
}

{
  "formula": "C10H11ClO2Si",
  "method": "the ωB97M-V functional and the def2-TZVPD basis",
  "species": ["C", "Si", "C", "Cl", "C", "C", "C", "C", "O", "H", "H", "H", "H", "H", "H", "H", "C", "C", "C", "O", "C", "H", "H", "H", "H"],
  "positions_angstrom": [[-0.362, 2.314, -1.381], [0.475, 2.184, 0.279], [1.945, 3.059, 0.621], [2.506, 2.909, 2.282], [-0.423, 0.919, 1.264], [-0.094, -0.050, 2.179], [-1.225, -0.758, 2.505], [-2.204, -0.353, 1.632], [-1.729, 0.786, 0.940], [-1.445, 2.587, -1.485], [0.353, 2.597, -2.157], [-0.384, 1.211, -1.596], [2.513, 3.730, -0.022], [0.871, -0.294, 2.604], [-1.268, -1.455, 3.260], [-3.284, -0.547, 1.522], [1.228, -2.697, -1.279], [-0.173, -2.942, -1.617], [-0.743, -1.724, -1.521], [0.144, -0.760, -1.273], [1.367, -1.366, -1.106], [2.164, -3.248, -1.500], [-0.722, -3.930, -1.779], [-1.698, -1.404, -1.699], [2.186, -0.767, -0.672]],
  "lowdin_charge": [-0.198, 0.709, -0.746, 0.435, -0.367, -0.085, -0.069, -0.047, -0.051, 0.057, 0.033, 0.010, -0.014, 0.118, 0.087, 0.129, -0.080, -0.052, -0.156, -0.077, -0.117, 0.114, 0.129, 0.103, 0.134],
  "e_homo_ev": -7.622,
  "spin_multiplicity": 1,
  "charge": 0,
  "relative_energy_kcal_mol": 41.5,
  "energy_ev": -35039.423,
  "homo_lumo_gap_ev": 8.01,
  "smiles": "C/[Si](=C/Cl)c1ccco1.c1ccoc1"
}

{
  "formula": "C10H11F2N",
  "method": "the ωB97M-V functional and the def2-TZVPD basis",
  "species": ["C", "C", "C", "C", "C", "C", "C", "C", "C", "C", "H", "H", "H", "H", "H", "H", "H", "H", "H", "H", "H", "N", "F", "F"],
  "positions_angstrom": [[-1.926, -0.107, 1.083], [-1.975, 0.649, -0.260], [-1.250, 1.882, -0.199], [-0.644, 0.762, -0.994], [0.714, 0.103, -0.687], [0.966, -1.216, -0.578], [2.136, -1.783, 0.104], [3.129, -0.906, 0.483], [2.961, 0.474, 0.385], [1.770, 0.894, -0.239], [-3.656, -1.474, 0.797], [-2.219, -1.723, -0.787], [-2.863, 0.250, 1.653], [-0.958, -0.162, 1.694], [-2.604, 0.444, -1.051], [-0.820, 2.210, 0.762], [-1.416, 2.841, -0.885], [-0.671, 1.075, -2.007], [2.143, -2.883, -0.261], [3.989, -1.252, 0.956], [3.749, 1.111, 0.716], [-2.304, -1.502, 0.529], [0.071, -1.958, -1.104], [1.678, 2.272, -0.106]],
  "lowdin_charge": [-0.242, -0.307, -0.132, -0.173, -0.059, -0.302, 0.011, -0.098, -0.003, -0.165, 0.185, 0.191, 0.119, 0.137, 0.104, 0.115, 0.152, 0.126, 0.146, 0.085, 0.108, -0.139, 0.116, 0.026],
  "e_homo_ev": -8.922,
  "spin_multiplicity": 1,
  "charge": 0,
  "relative_energy_kcal_mol": 136.3,
  "energy_ev": -17467.026,
  "homo_lumo_gap_ev": 9.68
}

{
  "formula": "C10H11FN2O",
  "method": "the ωB97M-V functional and the def2-TZVPD basis",
  "species": ["F", "C", "N", "C", "C", "C", "C", "O", "C", "C", "C", "C", "C", "N", "H", "H", "H", "H", "H", "H", "H", "H", "H", "H", "H"],
  "positions_angstrom": [[-2.095, 0.086, -1.401], [-1.052, -0.866, -1.354], [-1.342, -2.093, -1.964], [-0.549, -3.005, -1.770], [0.749, -2.917, -1.119], [1.214, -1.680, -0.947], [0.189, -0.656, -1.086], [0.558, 0.658, -1.182], [-0.034, 1.880, -0.908], [-0.366, 2.328, 0.546], [-1.222, 1.295, 1.210], [-0.558, 0.495, 2.047], [0.978, 0.670, 1.863], [0.996, 2.139, 1.450], [-0.960, -4.125, -1.923], [1.053, -4.027, -0.704], [2.258, -1.572, -0.136], [-0.959, 1.852, -1.485], [0.695, 2.594, -1.075], [-0.629, 3.478, 0.494], [-2.144, 0.917, 0.859], [-0.872, -0.516, 2.355], [1.522, 0.096, 0.960], [1.743, 0.399, 2.885], [0.828, 2.571, 2.384]],
  "lowdin_charge": [0.047, -0.198, 0.144, -0.238, -0.100, -0.008, -0.253, -0.033, -0.170, -0.202, -0.097, -0.087, -0.216, -0.044, 0.146, 0.162, 0.210, 0.125, 0.103, 0.175, 0.088, 0.101, 0.092, 0.164, 0.087],
  "e_homo_ev": -8.810,
  "spin_multiplicity": 1,
  "charge": 0,
  "relative_energy_kcal_mol": 127.8,
  "energy_ev": -18286.440,
  "homo_lumo_gap_ev": 9.26,
  "smiles": "Fc1ncccc1OC[C@H]1C=CCN1"
}

{
  "formula": "C10H11N3O3Tc",
  "method": "the ωB97M-V functional and the def2-TZVPD basis",
  "species": ["Tc", "N", "C", "C", "O", "N", "C", "C", "O", "O", "H", "H", "H", "H", "H", "H", "N", "C", "C", "C", "C", "C", "C", "H", "H", "H", "H", "H"],
  "positions_angstrom": [[0.211, -0.011, -0.482], [0.862, -2.004, -0.270], [2.206, -1.947, 0.369], [2.112, -0.941, 1.518], [2.708, -1.111, 2.565], [1.286, 0.081, 1.195], [0.786, 0.997, 2.202], [-0.733, 1.049, 2.040], [-1.484, 1.446, 2.885], [-1.140, 0.609, 0.837], [0.885, -2.493, -1.158], [0.218, -2.506, 0.337], [2.532, -2.916, 0.739], [2.907, -1.582, -0.381], [1.063, 0.693, 3.209], [1.165, 2.009, 2.035], [1.023, 0.457, -1.915], [1.765, 1.224, -2.805], [1.362, 2.519, -3.130], [2.115, 3.272, -4.014], [3.261, 2.743, -4.594], [3.652, 1.449, -4.281], [2.915, 0.691, -3.385], [0.461, 2.920, -2.684], [1.800, 4.279, -4.257], [3.845, 3.336, -5.285], [4.541, 1.026, -4.730], [3.220, -0.317, -3.135]],
  "lowdin_charge": [1.415, -0.084, -0.128, -0.546, 0.058, -0.145, -0.116, -0.589, 0.100, -0.260, 0.102, 0.117, 0.123, 0.116, 0.127, 0.129, -0.207, -0.369, -0.043, -0.086, -0.094, -0.089, -0.049, 0.108, 0.105, 0.101, 0.103, 0.101],
  "e_homo_ev": [-7.740, -8.765],
  "spin_multiplicity": 2,
  "charge": 0,
  "relative_energy_kcal_mol": 8.8,
  "energy_ev": -23359.616,
  "homo_lumo_gap_ev": [7.30, 7.95],
  "s_squared": 0.755
}

{
  "formula": "C10H11NO",
  "method": "the ωB97M-V functional and the def2-TZVPD basis",
  "species": ["C", "C", "C", "C", "C", "C", "C", "C", "C", "C", "N", "O", "H", "H", "H", "H", "H", "H", "H", "H", "H", "H", "H"],
  "positions_angstrom": [[-2.077, -2.578, 0.005], [-3.037, -1.530, -0.053], [-0.705, -2.261, 0.096], [-2.682, -0.176, -0.045], [-0.378, -0.864, -0.065], [-1.298, 0.184, -0.088], [0.974, -0.536, -0.062], [-0.796, 1.671, -0.076], [0.564, 1.917, -0.653], [3.303, -0.309, 0.014], [2.103, -1.066, 0.253], [2.233, -2.210, 0.748], [-2.184, -3.656, 0.101], [-4.064, -1.781, 0.177], [0.099, -2.830, 0.524], [-3.472, 0.528, -0.011], [-1.481, 2.195, -0.720], [-0.732, 1.988, 1.030], [1.279, 2.608, -0.092], [0.766, 1.738, -1.629], [2.916, 0.530, -0.574], [3.756, 0.025, 0.907], [3.969, -0.987, -0.518]],
  "lowdin_charge": [-0.062, -0.081, 0.012, -0.033, -0.186, -0.151, 0.064, -0.201, 0.051, 0.004, -0.342, -0.069, 0.100, 0.095, 0.092, 0.093, 0.100, 0.144, 0.092, 0.015, 0.076, 0.083, 0.104],
  "e_homo_ev": [-7.787, -7.764],
  "spin_multiplicity": 1,
  "charge": 0,
  "relative_energy_kcal_mol": 165.3,
  "energy_ev": -14079.420,
  "homo_lumo_gap_ev": [7.56, 7.70]
}

{
  "formula": "C10H11NO3S",
  "method": "the ωB97M-V functional and the def2-TZVPD basis",
  "species": ["C", "C", "C", "C", "C", "C", "C", "C", "C", "C", "N", "O", "O", "O", "S", "H", "H", "H", "H", "H", "H", "H", "H", "H", "H", "H"],
  "positions_angstrom": [[-3.590, 0.434, -0.231], [-2.540, 1.308, 0.065], [-3.336, -0.919, -0.249], [-1.285, 0.834, 0.466], [-2.079, -1.357, 0.110], [-1.062, -0.542, 0.636], [1.536, -0.978, -0.914], [2.674, 2.190, -0.784], [2.828, 0.810, -0.290], [0.180, -1.086, 1.232], [0.654, -2.287, 1.208], [0.305, -3.063, 0.247], [1.641, -2.658, 1.899], [2.340, -0.062, -1.274], [0.748, -2.185, -1.556], [-4.589, 0.829, -0.547], [-2.762, 2.281, -0.063], [-4.156, -1.576, -0.462], [-0.562, 1.673, 0.824], [-1.933, -2.483, 0.064], [1.633, 2.410, -1.082], [3.039, 3.017, -0.160], [3.280, 2.441, -1.614], [2.462, 0.752, 0.741], [4.007, 0.681, -0.265], [0.569, -0.464, 1.999]],
  "lowdin_charge": [-0.090, -0.086, -0.092, -0.040, -0.060, -0.215, -0.511, -0.095, -0.248, -0.076, -0.455, -0.256, -0.036, -0.050, 1.087, 0.119, 0.059, 0.102, 0.141, 0.128, 0.091, 0.094, 0.063, 0.126, 0.171, 0.127],
  "e_homo_ev": [-8.027, -8.028],
  "spin_multiplicity": 1,
  "charge": 0,
  "relative_energy_kcal_mol": 201.4,
  "energy_ev": -29008.507,
  "homo_lumo_gap_ev": [7.39, 7.39]
}

{
  "formula": "C10H11NOSr",
  "method": "the ωB97M-V functional and the def2-TZVPD basis",
  "species": ["C", "C", "C", "C", "C", "N", "C", "O", "C", "C", "C", "C", "H", "H", "H", "H", "H", "H", "H", "H", "H", "H", "H", "Sr"],
  "positions_angstrom": [[-1.463, 1.523, -2.407], [-0.679, 1.534, -1.481], [0.400, 1.289, -0.480], [0.863, -0.225, -0.464], [0.061, -1.176, -1.404], [-1.177, -1.370, -0.646], [-0.929, -1.168, 0.765], [-1.764, -1.171, 1.593], [0.596, -0.982, 0.842], [1.256, -0.509, 2.137], [0.593, 0.692, 2.689], [0.074, 1.609, 3.262], [-1.948, 1.407, -3.366], [1.226, 1.932, -0.775], [0.005, 1.578, 0.499], [1.917, -0.149, -0.735], [0.660, -2.087, -1.474], [-0.081, -0.846, -2.446], [-1.932, -0.796, -0.989], [0.972, -1.991, 0.620], [1.285, -1.335, 2.844], [2.296, -0.271, 1.900], [-0.342, 2.386, 3.856], [-1.888, 0.124, -4.342]],
  "lowdin_charge": [-0.054, 0.010, -0.052, -0.203, -0.173, 0.065, -0.404, 0.191, -0.200, -0.114, -0.131, 0.152, -0.182, 0.146, 0.116, 0.154, 0.132, 0.060, 0.100, 0.165, 0.139, 0.131, 0.047, 1.907],
  "e_homo_ev": -14.887,
  "spin_multiplicity": 1,
  "charge": 2,
  "energy_ev": -14897.901,
  "homo_lumo_gap_ev": 5.14
}

{
  "formula": "C10H11NPtS",
  "method": "the ωB97M-V functional and the def2-TZVPD basis",
  "species": ["Pt", "C", "H", "H", "H", "H", "H", "S", "C", "C", "C", "C", "C", "C", "C", "C", "C", "N", "H", "H", "H", "H", "H", "H"],
  "positions_angstrom": [[0.613, 1.331, 0.018], [1.968, 2.671, -1.142], [1.185, 2.864, -1.915], [2.114, 3.499, -0.477], [2.861, 2.402, -1.705], [2.370, 1.841, -0.564], [1.790, 0.829, 0.970], [-1.116, -2.153, -2.090], [-0.218, -1.249, -3.300], [0.419, -0.124, -2.748], [0.168, -0.022, -1.362], [-0.625, -1.033, -0.835], [-0.958, -1.039, 0.547], [-1.697, -1.957, 1.310], [-1.820, -1.765, 2.669], [-1.190, -0.677, 3.302], [-0.484, 0.228, 2.505], [-0.413, 0.056, 1.176], [-0.224, -1.589, -4.349], [1.033, 0.589, -3.297], [-2.151, -2.792, 0.761], [-2.411, -2.473, 3.254], [-1.263, -0.523, 4.364], [0.049, 1.085, 2.907]],
  "lowdin_charge": [0.953, -0.220, 0.070, 0.023, 0.068, -0.040, -0.014, 0.967, -0.398, -0.210, -0.425, -0.547, -0.294, -0.025, -0.081, -0.069, -0.150, -0.170, 0.064, 0.087, 0.115, 0.107, 0.093, 0.096],
  "e_homo_ev": [-5.015, -7.745],
  "spin_multiplicity": 3,
  "charge": 0,
  "relative_energy_kcal_mol": 13.0,
  "energy_ev": -26115.241,
  "homo_lumo_gap_ev": [5.25, 7.30],
  "s_squared": 2.017
}